97
Properties=species:S:1:pos:R:3:lowdin_spin:R:1 method="wB97M-V/def2-TZVPD" e_lumo_ev="0.874 / 0.873" e_homo_ev="-2.11 / -4.04" spin_multiplicity=3 total_charge=-1 homo_lumo_gap_ev="2.98 / 4.92" s_squared=2.03
Ni -0.64 -0.39 0.64 0.7680
O -2.54 -1.35 2.31 0.0055
C -1.82 -1.63 1.38 0.0386
C -1.83 -3.02 0.78 0.0150
C -2.89 -3.90 0.97 0.0039
C -2.82 -5.18 0.45 0.0007
C -1.69 -5.59 -0.26 0.0017
C -0.63 -4.71 -0.43 -0.0008
C -0.71 -3.41 0.08 -0.0018
P 0.58 -2.08 0.04 0.0388
C 1.17 -2.25 -1.69 0.0167
C 2.51 -2.19 -2.07 0.0110
C 2.86 -2.21 -3.41 -0.0001
C 1.88 -2.30 -4.39 0.0124
C 0.54 -2.35 -4.03 -0.0005
C 0.19 -2.32 -2.68 0.0099
C 1.82 -2.94 1.08 0.0040
C 2.57 -4.02 0.65 0.0048
C 3.42 -4.68 1.53 0.0002
C 3.50 -4.27 2.85 0.0030
C 2.75 -3.20 3.29 -0.0004
C 1.91 -2.53 2.41 0.0011
H -3.76 -3.56 1.53 0.0015
H -3.64 -5.87 0.59 0.0003
H -1.64 -6.59 -0.67 0.0001
H 0.25 -5.03 -0.98 0.0000
H 3.27 -2.09 -1.30 0.0005
H 3.90 -2.15 -3.69 -0.0003
H 2.16 -2.31 -5.44 0.0011
H -0.23 -2.40 -4.78 -0.0003
H -0.86 -2.34 -2.40 0.0001
H 2.50 -4.36 -0.38 0.0005
H 4.00 -5.53 1.18 0.0000
H 4.15 -4.80 3.54 0.0003
H 2.81 -2.88 4.33 -0.0001
H 1.32 -1.68 2.73 -0.0012
C 2.56 1.47 -1.94 0.0055
S 1.98 1.15 -0.31 0.0071
O 0.50 1.06 -0.46 0.0199
O 2.44 2.28 0.48 0.0329
O 2.59 -0.11 0.12 0.0088
H 3.63 1.67 -1.89 0.0005
H 2.02 2.36 -2.30 0.0024
H 2.34 0.61 -2.57 0.0002
C 3.41 7.51 -2.63 0.0152
Si 3.03 5.68 -2.42 0.0962
C 1.66 5.34 -3.66 0.0013
C 4.55 4.82 -3.10 0.0185
Si 2.22 5.28 -0.29 0.5476
Te 0.05 4.11 -0.12 0.0591
Si -1.23 6.27 -0.01 0.0264
C -2.80 6.20 -1.04 0.0031
C -1.74 6.65 1.76 0.0040
C -0.31 7.80 -0.59 0.0303
Si 3.72 5.28 1.47 0.0790
C 5.13 4.09 1.15 0.0221
C 2.88 4.76 3.04 0.0000
C 4.45 6.99 1.74 0.0088
H 3.67 7.74 -3.67 0.0015
H 4.25 7.83 -2.00 0.0003
H 2.55 8.13 -2.35 0.0019
H 2.02 5.42 -4.69 -0.0004
H 0.83 6.04 -3.53 0.0007
H 1.24 4.33 -3.53 0.0004
H 4.81 5.22 -4.08 0.0025
H 4.40 3.74 -3.20 0.0000
H 5.42 4.96 -2.43 0.0001
H -3.32 5.25 -0.90 0.0001
H -2.57 6.30 -2.11 0.0001
H -3.47 7.02 -0.75 0.0008
H -1.75 5.73 2.37 0.0001
H -2.73 7.10 1.82 0.0004
H -1.02 7.33 2.23 0.0002
H 0.03 7.69 -1.63 0.0024
H 0.57 7.98 0.03 0.0189
H -0.97 8.68 -0.53 0.0009
H 4.70 3.10 1.01 0.0005
H 5.84 4.05 1.98 0.0035
H 5.69 4.35 0.24 0.0005
H 2.41 3.78 2.87 0.0003
H 2.08 5.45 3.33 0.0005
H 3.58 4.66 3.88 -0.0003
H 4.99 7.35 0.85 0.0003
H 5.15 6.99 2.58 0.0005
H 3.66 7.72 1.96 0.0017
Se -0.38 2.29 3.56 0.0005
N -1.67 3.46 3.08 -0.0104
C -2.25 2.94 2.00 0.0005
C -3.31 3.50 1.25 -0.0092
C -3.77 2.78 0.16 0.0043
C -3.21 1.56 -0.20 -0.0037
N -2.20 1.00 0.46 0.0375
C -1.73 1.67 1.54 0.0010
N -0.75 1.13 2.24 0.0176
H -3.74 4.45 1.54 -0.0004
H -4.60 3.18 -0.43 0.0009
H -3.58 1.01 -1.06 -0.0002